Entry 1:
{
  "formula": "C17H24N3NiO5Se",
  "method": "ωB97M-V/def2-TZVPD",
  "charge": 1,
  "spin_multiplicity": 1,
  "homo_lumo_gap_ev": [7.3, 7.3],
  "species": ["H", "H", "C", "O", "N", "H", "H", "C", "Ni", "C", "C", "H", "C", "H", "H", "C", "C", "C", "C", "H", "C", "C", "O", "Se", "H", "O", "H", "O", "H", "H", "C", "H", "O", "H", "C", "H", "H", "H", "C", "C", "H", "H", "C", "C", "H", "H", "H", "N", "H", "H", "N"],
  "positions_angstrom": [[-3.0815, 3.0510, -1.2773], [-2.1232, 1.0388, 2.5905], [0.9402, 2.0897, 2.1551], [-2.1948, 2.5157, 0.4551], [0.0597, -2.2681, 0.1150], [1.8028, -7.1297, 0.4544], [0.2528, -3.7427, 2.5895], [1.9811, 1.5015, 1.2255], [-0.7542, 0.8487, -0.2091], [1.4330, -6.1138, 0.4358], [0.8599, -4.1531, -0.7430], [1.1633, -6.0534, 2.5602], [0.8878, 2.8219, -2.0168], [1.0432, 3.7787, -2.5198], [1.6201, -5.9339, -1.7035], [-1.1033, 3.8873, -1.2113], [1.8426, 2.6970, -0.8426], [0.4718, -3.5471, 0.4523], [-1.9781, 3.0091, 1.7681], [-1.1877, 2.1858, 3.5980], [-2.4136, 3.5021, -0.5435], [1.0600, -5.5023, 1.6358], [-0.4591, 2.6773, -1.5924], [-0.1722, -0.4988, -2.1065], [-0.4685, 4.4607, -0.5257], [1.4970, 1.5232, -0.1131], [-2.8957, 4.3847, -0.1184], [-4.4550, -0.4960, -0.0081], [-2.9230, 3.3363, 2.2096], [0.4998, -4.3944, -3.4678], [0.9091, -3.4337, -3.1614], [-1.3064, 4.4931, -2.0983], [-0.2384, 1.3224, 1.9600], [0.4339, -2.6395, -3.7305], [-3.2910, -0.4108, 0.1280], [-0.4487, -1.6133, 0.6918], [1.2609, 2.0258, 3.1988], [1.0767, 2.0153, -2.7230], [0.5609, -4.2123, 1.6653], [-1.4077, 1.8591, 2.5792], [1.9811, -3.4301, -3.3603], [2.1389, 0.4517, 1.4750], [0.1740, -2.0847, -1.2120], [1.3351, -5.4556, -0.7764], [-1.2865, 3.8594, 1.7579], [2.8659, 2.6096, -1.2175], [0.7762, 3.1448, 1.9093], [0.6512, -3.2183, -1.7520], [1.7863, 3.5819, -0.1990], [2.9259, 2.0414, 1.3112], [-2.1026, -0.3825, 0.3081]]
}

***

Entry 2:
{
  "formula": "C14H7N3O4Tb",
  "method": "ωB97M-V/def2-TZVPD",
  "charge": 3,
  "spin_multiplicity": 7,
  "s2": 12.6976,
  "homo_lumo_gap_ev": [2.8, 3.2],
  "species": ["C", "Tb", "O", "O", "C", "C", "C", "H", "C", "C", "C", "H", "H", "O", "H", "N", "C", "C", "H", "C", "N", "C", "N", "C", "C", "O", "H", "C", "H"],
  "positions_angstrom": [[-4.7600, -6.8791, -2.5336], [0.1963, -0.5259, -0.5923], [0.7012, 2.2318, 1.5844], [-2.2565, 2.0568, -0.6373], [-5.3144, -8.0812, -3.0817], [-3.7252, -2.5373, 0.0329], [-3.6730, -4.5617, -1.4662], [-6.6118, -6.2623, -1.6060], [-5.5615, -6.0186, -1.7741], [-1.4414, 1.2358, -0.6828], [-2.8626, -5.4007, -2.2334], [-4.7136, -2.7126, 0.4116], [-5.6272, -4.1743, -0.6387], [3.3844, 0.1639, -2.2588], [-2.8943, -0.6869, 0.9592], [-3.1196, -3.3926, -0.8976], [-1.8974, -2.9004, -1.1721], [-3.4103, -6.5690, -2.7642], [-2.7884, -7.2429, -3.3578], [-2.8400, -1.5426, 0.3021], [-5.7686, -9.0633, -3.5298], [0.5464, 1.3360, 0.8697], [-1.6878, -1.7714, -0.4651], [2.3777, -0.0551, -1.7387], [0.2168, -1.0045, 1.7661], [0.1544, -1.1944, 2.9069], [-1.1964, -3.3511, -1.8643], [-5.0186, -4.8544, -1.2310], [-1.8101, -5.1463, -2.3950]]
}

***

| no. | maximum force (hartree/bohr) |
| --- | --- |
| 1 | 0.0213 |
| 2 | 0.1431 |